{
  "formula": "C36H37BaF3O3P2S",
  "method": "wB97M-V/def2-TZVPD",
  "max_force_ev_per_a": 2.79,
  "energy_ha": -3025.47798,
  "homo_energy_ev": [-4.93, -4.95],
  "homo_lumo_gap_ev": [4.652, 4.668],
  "e_above_lowest_kj_mol": 379.0,
  "elements": ["Ba", "C", "C", "C", "C", "C", "C", "C", "C", "C", "H", "H", "H", "H", "H", "H", "H", "H", "H", "H", "H", "H", "H", "H", "H", "P", "P", "C", "C", "C", "C", "C", "C", "C", "C", "C", "C", "C", "C", "C", "C", "C", "C", "C", "C", "C", "C", "C", "C", "C", "C", "C", "C", "H", "H", "H", "H", "H", "H", "H", "H", "H", "H", "H", "H", "H", "H", "H", "H", "H", "H", "H", "H", "H", "H", "F", "C", "F", "F", "S", "O", "O", "O"],
  "xyz": [[-0.17, 2.13, 1.47], [-1.87, 1.39, -3.21], [-1.81, 0.08, -2.88], [-1.28, -0.99, -3.76], [0.13, -0.73, -4.32], [0.94, 0.20, -3.47], [1.08, 1.52, -3.64], [0.15, 2.40, -4.39], [-1.34, 1.95, -4.51], [2.16, 0.49, 3.11], [-2.51, 2.09, -2.65], [-2.35, -0.31, -2.01], [-1.98, -1.20, -4.58], [-1.26, -1.89, -3.14], [0.63, -1.72, -4.33], [0.06, -0.40, -5.37], [1.60, -0.28, -2.76], [2.06, 1.98, -3.45], [0.54, 2.49, -5.42], [0.17, 3.40, -3.93], [-1.93, 2.86, -4.73], [-1.48, 1.32, -5.41], [1.78, 1.33, 3.78], [3.21, 0.34, 3.41], [1.53, -0.36, 3.36], [-1.31, -1.18, 0.50], [2.14, -0.09, 1.16], [0.12, -1.46, -0.53], [1.39, -0.97, -0.29], [-2.42, -2.58, 0.76], [-2.82, -3.34, -0.34], [-3.65, -4.43, -0.15], [-4.15, -4.79, 1.11], [-3.81, -3.98, 2.19], [-2.94, -2.90, 2.03], [-2.43, 0.16, 0.08], [-1.88, 1.39, -0.43], [-2.65, 2.56, -0.42], [-3.97, 2.47, 0.02], [-4.59, 1.24, 0.25], [-3.83, 0.09, 0.26], [3.64, -1.13, 1.33], [3.51, -2.44, 1.85], [4.64, -3.23, 2.00], [5.90, -2.72, 1.69], [6.02, -1.44, 1.14], [4.89, -0.62, 0.98], [2.56, 1.50, 0.51], [2.83, 2.57, 1.41], [2.97, 3.87, 0.93], [2.81, 4.10, -0.44], [2.57, 3.05, -1.34], [2.46, 1.75, -0.86], [-0.06, -2.26, -1.27], [2.15, -1.23, -1.04], [-2.49, -3.00, -1.33], [-3.92, -5.03, -1.01], [-4.77, -5.68, 1.25], [-4.23, -4.17, 3.18], [-2.73, -2.27, 2.89], [-0.94, 1.40, -1.02], [-2.23, 3.47, -0.88], [-4.49, 3.39, 0.21], [-5.66, 1.19, 0.47], [-4.30, -0.89, 0.38], [2.52, -2.83, 2.14], [4.52, -4.24, 2.38], [6.79, -3.31, 1.87], [6.99, -1.05, 0.84], [5.00, 0.40, 0.59], [2.93, 2.37, 2.47], [3.25, 4.68, 1.63], [2.88, 5.10, -0.86], [2.47, 3.25, -2.41], [2.36, 0.90, -1.56], [-2.14, 0.55, 6.64], [-1.22, 0.45, 5.66], [-0.29, 1.45, 5.80], [-0.54, -0.76, 5.77], [-1.93, 0.60, 3.93], [-0.85, 0.00, 3.07], [-3.16, -0.13, 3.97], [-1.94, 2.05, 3.66]],
  "mulliken_charge": [2.00, -0.22, -0.41, -0.67, -1.59, -0.24, -0.59, -1.27, -1.21, -1.99, 0.60, 0.92, 0.56, -0.07, 0.48, 0.33, 0.84, 1.24, 0.34, 0.31, 0.43, 0.38, 0.49, 0.52, 0.35, 1.15, 2.38, -0.58, -1.57, -0.19, -0.14, -0.72, -0.53, -0.64, -0.15, 0.85, -3.01, -0.48, -0.96, -0.70, -0.66, 0.04, -0.31, -0.63, -0.53, -0.61, -0.50, -1.32, -0.11, -0.74, -1.00, -0.75, 0.58, 0.82, 1.03, 0.29, 0.41, 0.38, 0.42, 0.28, 2.39, 0.51, 0.45, 0.41, 0.40, 0.33, 0.40, 0.39, 0.39, 0.27, 0.32, 0.42, 0.38, 0.29, 0.36, -0.21, 0.57, -0.21, -0.22, 1.03, -0.63, -0.57, -0.84]
}



{
  "formula": "C51H60BrNO5P2SScSi",
  "method": "wB97M-V/def2-TZVPD",
  "max_force_ev_per_a": 1.19,
  "energy_ha": -7115.69781,
  "homo_energy_ev": -9.98,
  "charge": 1,
  "homo_lumo_gap_ev": 7.402,
  "e_above_lowest_kj_mol": 26.2,
  "elements": ["Sc", "C", "C", "C", "C", "O", "Si", "S", "O", "C", "C", "C", "C", "O", "C", "C", "C", "C", "H", "H", "H", "H", "H", "H", "H", "H", "H", "H", "H", "H", "H", "H", "H", "H", "H", "H", "H", "H", "H", "H", "H", "H", "H", "H", "H", "C", "N", "C", "P", "C", "C", "C", "C", "C", "C", "C", "C", "C", "C", "C", "C", "C", "C", "C", "C", "C", "C", "P", "C", "C", "C", "C", "C", "C", "C", "C", "C", "C", "C", "C", "H", "H", "H", "H", "H", "H", "H", "H", "H", "H", "H", "H", "H", "H", "H", "H", "H", "H", "H", "H", "H", "H", "H", "H", "H", "H", "H", "H", "H", "Br", "C", "C", "C", "C", "C", "C", "C", "O", "O", "H", "H", "H", "H"],
  "xyz": [[-0.13, -0.54, -0.42], [2.32, -0.05, -2.84], [3.03, -0.72, -1.68], [4.35, -0.03, -1.39], [3.24, -2.20, -1.94], [2.14, -0.54, -0.51], [2.53, -0.77, 1.14], [0.63, -0.47, 1.94], [3.12, -2.28, 1.16], [3.77, -3.05, 2.20], [5.26, -2.73, 2.15], [3.17, -2.71, 3.56], [3.52, -4.50, 1.84], [3.69, 0.22, 1.68], [3.79, 1.55, 2.22], [3.05, 2.52, 1.30], [5.27, 1.87, 2.25], [3.21, 1.56, 3.62], [2.95, -0.06, -3.73], [2.11, 0.99, -2.60], [1.39, -0.57, -3.09], [4.98, -0.11, -2.27], [4.87, -0.48, -0.55], [4.20, 1.03, -1.17], [3.89, -2.32, -2.81], [2.30, -2.70, -2.14], [3.71, -2.69, -1.08], [5.43, -1.66, 2.31], [5.68, -3.01, 1.19], [5.79, -3.28, 2.93], [3.38, -1.68, 3.84], [3.61, -3.36, 4.32], [2.09, -2.86, 3.54], [3.91, -4.71, 0.84], [2.45, -4.71, 1.84], [4.01, -5.16, 2.55], [3.54, 2.56, 0.33], [3.05, 3.52, 1.73], [2.01, 2.20, 1.18], [5.70, 1.79, 1.24], [5.80, 1.17, 2.90], [5.44, 2.88, 2.62], [2.15, 1.32, 3.62], [3.34, 2.55, 4.06], [3.74, 0.84, 4.25], [-2.16, 2.88, -1.57], [-3.32, 2.43, -0.84], [-3.85, 1.17, -1.31], [-2.89, -0.37, -0.92], [-3.55, -1.46, -2.22], [-4.90, -1.83, -2.21], [-5.43, -2.58, -3.24], [-4.62, -2.97, -4.31], [-3.28, -2.60, -4.33], [-2.75, -1.85, -3.29], [-3.57, -0.95, 0.66], [-3.54, -0.08, 1.74], [-3.93, -0.50, 3.00], [-4.36, -1.81, 3.19], [-4.37, -2.69, 2.12], [-3.97, -2.27, 0.86], [-3.96, 3.21, 0.13], [-3.56, 4.52, 0.39], [-4.20, 5.29, 1.36], [-5.25, 4.77, 2.10], [-5.66, 3.48, 1.84], [-5.03, 2.70, 0.88], [-0.53, 2.28, -0.89], [0.61, 2.94, -2.15], [0.33, 2.61, -3.48], [1.21, 2.97, -4.49], [2.37, 3.66, -4.18], [2.66, 3.99, -2.87], [1.78, 3.63, -1.85], [-0.43, 3.34, 0.59], [-0.81, 2.82, 1.82], [-0.88, 3.64, 2.95], [-0.55, 4.98, 2.85], [-0.15, 5.51, 1.63], [-0.10, 4.70, 0.50], [-2.08, 3.96, -1.59], [-2.25, 2.55, -2.61], [-3.88, 1.18, -2.41], [-4.87, 1.02, -0.97], [-5.54, -1.53, -1.38], [-6.48, -2.85, -3.23], [-5.04, -3.56, -5.11], [-2.65, -2.91, -5.15], [-1.70, -1.59, -3.31], [-3.22, 0.95, 1.61], [-3.92, 0.19, 3.84], [-4.67, -2.14, 4.17], [-4.70, -3.71, 2.26], [-3.97, -2.98, 0.04], [-2.74, 4.98, -0.14], [-3.85, 6.30, 1.53], [-5.75, 5.37, 2.85], [-6.49, 3.04, 2.40], [-5.38, 1.68, 0.74], [-0.55, 2.04, -3.73], [0.98, 2.71, -5.52], [3.06, 3.95, -4.97], [3.57, 4.52, -2.62], [2.02, 3.88, -0.83], [-1.04, 1.77, 1.92], [-1.19, 3.21, 3.89], [-0.59, 5.61, 3.73], [0.10, 6.56, 1.55], [0.18, 5.14, -0.45], [0.22, -8.95, -1.01], [0.03, -7.09, -0.97], [0.20, -6.37, -2.15], [0.07, -4.99, -2.12], [-0.25, -4.35, -0.92], [-0.43, -5.08, 0.25], [-0.29, -6.46, 0.23], [-0.38, -2.89, -0.90], [0.07, -2.13, -1.82], [-0.92, -2.32, 0.11], [0.44, -6.88, -3.07], [0.21, -4.40, -3.02], [-0.68, -4.56, 1.17], [-0.41, -7.04, 1.13]],
  "mulliken_charge": [-1.33, -1.34, 1.66, -1.41, -1.37, 1.77, -0.36, -0.78, 0.74, 1.45, -1.50, -1.30, -1.65, 0.36, 1.92, -1.70, -1.94, -1.66, 0.61, -0.02, -0.03, 0.57, 0.21, 0.11, 0.46, 0.05, 0.11, 0.07, 0.29, 0.52, 0.08, 0.56, 0.25, 0.31, 0.30, 0.44, 0.31, 0.76, 0.07, 0.36, 0.41, 0.39, 0.16, 0.50, 0.37, -2.29, 0.64, -2.26, 2.96, 0.51, -0.50, -0.90, -0.63, -0.78, -0.44, 0.73, -0.84, -1.22, -0.85, -0.87, -0.64, 2.11, -0.86, -0.53, -0.77, -0.83, -0.67, 2.89, 0.51, -0.74, -0.79, -0.76, -1.06, -0.01, 1.41, 0.03, -1.17, -0.84, -1.10, -1.10, 0.57, 0.81, 0.67, 0.61, 0.42, 0.46, 0.41, 0.47, 0.31, 0.44, 0.56, 0.43, 0.49, 0.47, 0.31, 0.43, 0.42, 0.42, 0.14, 0.23, 0.46, 0.40, 0.46, 0.37, 0.01, 0.54, 0.47, 0.47, 0.50, -0.16, 0.08, -0.90, -0.27, 0.21, -0.31, -0.81, 1.44, -0.50, -0.74, 0.46, 0.53, 0.63, 0.47]
}



{
  "formula": "C25H32F5Ge2N4STi",
  "method": "wB97M-V/def2-TZVPD",
  "max_force_ev_per_a": 1.97,
  "energy_ha": -7090.47510,
  "homo_energy_ev": -16.05,
  "charge": 3,
  "homo_lumo_gap_ev": 4.581,
  "e_above_lowest_kj_mol": 199.7,
  "elements": ["Ti", "C", "C", "Ge", "C", "C", "C", "C", "Ge", "C", "C", "C", "C", "C", "C", "C", "C", "C", "C", "H", "H", "H", "H", "H", "H", "H", "H", "H", "H", "H", "H", "H", "H", "H", "H", "H", "H", "H", "H", "H", "H", "H", "H", "H", "H", "C", "C", "N", "N", "C", "S", "N", "N", "H", "H", "H", "H", "H", "H", "F", "C", "C", "C", "F", "C", "F", "C", "F", "C", "F"],
  "xyz": [[0.48, -0.92, 0.02], [2.44, 3.34, 1.94], [2.16, 1.85, 1.69], [1.17, 1.74, -0.01], [2.16, 1.84, -1.71], [2.47, 3.32, -1.96], [-0.25, 3.05, -0.01], [-1.52, 2.68, -0.01], [-1.66, 0.76, 0.00], [-1.96, -0.07, 1.78], [-3.42, 0.22, 2.17], [-1.97, -0.08, -1.78], [-3.43, 0.21, -2.17], [-2.74, 3.49, -0.01], [-2.70, 4.89, -0.01], [-3.87, 5.62, -0.01], [-5.11, 4.98, -0.01], [-5.17, 3.60, -0.01], [-3.99, 2.87, -0.01], [2.95, 3.43, 2.90], [1.53, 3.93, 2.00], [3.09, 3.77, 1.18], [1.57, 1.42, 2.49], [3.08, 1.27, 1.59], [1.55, 1.43, -2.51], [3.06, 1.24, -1.63], [1.57, 3.94, -1.99], [2.96, 3.42, -2.93], [3.15, 3.73, -1.21], [0.03, 4.10, -0.01], [-1.26, 0.43, 2.46], [-1.76, -1.13, 1.77], [-3.64, 1.28, 2.18], [-3.56, -0.16, 3.18], [-4.13, -0.29, 1.52], [-1.77, -1.15, -1.77], [-1.28, 0.41, -2.46], [-4.14, -0.30, -1.51], [-3.58, -0.18, -3.18], [-3.65, 1.27, -2.18], [-1.75, 5.41, -0.02], [-3.83, 6.70, -0.02], [-6.02, 5.56, -0.01], [-6.13, 3.09, -0.01], [-4.05, 1.78, -0.01], [1.50, -7.60, 0.02], [0.45, -6.55, 0.01], [-0.83, -6.75, -0.01], [-1.37, -5.51, -0.02], [-0.47, -4.54, 0.00], [-0.95, -2.87, 0.01], [0.71, -5.19, 0.02], [1.95, -4.55, 0.04], [1.02, -8.57, 0.01], [2.12, -7.52, 0.91], [2.15, -7.52, -0.86], [-2.38, -5.41, -0.03], [2.48, -4.85, -0.77], [2.45, -4.84, 0.88], [2.34, -1.25, -2.30], [3.10, -1.32, -1.20], [2.41, -1.22, 0.01], [3.11, -1.31, 1.21], [2.36, -1.24, 2.32], [4.47, -1.45, 1.24], [5.16, -1.53, 2.35], [5.13, -1.52, 0.00], [6.42, -1.65, 0.00], [4.46, -1.47, -1.23], [5.14, -1.56, -2.35]],
  "mulliken_charge": [-0.69, -1.30, -0.36, 0.54, -0.36, -1.30, -0.28, 1.08, -0.53, -0.15, -1.44, -0.13, -1.43, 0.30, -0.55, -0.81, -0.60, -1.46, 0.12, 0.42, 0.36, 0.32, 0.42, 0.26, 0.42, 0.26, 0.35, 0.42, 0.33, 0.76, 0.46, 0.50, 0.41, 0.45, 0.37, 0.49, 0.45, 0.37, 0.45, 0.41, 0.39, 0.44, 0.45, 0.43, 0.63, -1.28, 0.85, -0.72, 0.33, 0.24, -0.39, 0.40, -0.84, 0.35, 0.35, 0.35, 0.19, 0.30, 0.30, -0.41, -0.01, 0.97, -0.02, -0.41, 0.63, -0.27, 0.34, -0.22, 0.61, -0.27]
}



{
  "formula": "C5H7ClN2O",
  "method": "wB97M-V/def2-TZVPD",
  "max_force_ev_per_a": 3.95,
  "energy_ha": -839.61961,
  "homo_energy_ev": -9.83,
  "homo_lumo_gap_ev": 9.924,
  "e_above_lowest_kj_mol": 105.1,
  "elements": ["C", "C", "C", "C", "C", "N", "N", "O", "Cl", "H", "H", "H", "H", "H", "H", "H"],
  "xyz": [[2.86, -0.48, -0.56], [0.58, -0.56, 0.06], [-1.58, -0.93, 0.85], [-1.18, 1.19, -0.41], [1.66, 0.31, -0.54], [3.78, -1.12, -0.62], [-0.69, -0.07, 0.18], [0.83, -1.69, 0.50], [1.92, 1.83, 0.49], [-1.57, -1.24, 1.96], [-2.64, -0.55, 0.81], [-1.51, -1.88, 0.39], [-2.02, 0.90, -1.09], [-1.55, 1.88, 0.42], [-0.50, 1.83, -0.89], [1.61, 0.59, -1.55]],
  "mulliken_charge": [-0.14, 0.50, -0.97, -1.07, 0.24, -0.36, 0.11, -0.61, -0.14, 0.29, 0.33, 0.35, 0.36, 0.31, 0.42, 0.39]
}



{
  "formula": "C17H24ClN3O3",
  "method": "wB97M-V/def2-TZVPD",
  "max_force_ev_per_a": 0.53,
  "energy_ha": -1512.42298,
  "homo_energy_ev": -8.68,
  "homo_lumo_gap_ev": 9.154,
  "e_above_lowest_kj_mol": 60.8,
  "elements": ["C", "C", "H", "H", "O", "C", "O", "N", "C", "H", "C", "H", "H", "C", "N", "H", "C", "C", "N", "C", "O", "C", "C", "C", "C", "C", "C", "H", "H", "Cl", "H", "H", "H", "H", "H", "H", "H", "C", "C", "H", "H", "H", "H", "H", "H", "H", "H", "H"],
  "xyz": [[-5.39, 0.48, 4.22], [-4.27, 1.49, 4.43], [-3.58, 1.13, 5.20], [-4.67, 2.47, 4.71], [-3.54, 1.73, 3.23], [-2.58, 0.81, 2.94], [-2.32, -0.15, 3.63], [-1.94, 1.11, 1.79], [-2.32, 2.24, 0.96], [-2.49, 3.11, 1.61], [-1.22, 2.53, -0.05], [-1.48, 3.43, -0.62], [-0.29, 2.74, 0.48], [-1.00, 1.35, -1.01], [0.31, 1.53, -1.62], [1.02, 1.06, -1.08], [0.45, 1.24, -3.02], [0.59, -0.25, -3.40], [1.85, -0.79, -2.96], [1.96, -1.67, -1.93], [1.00, -2.12, -1.35], [3.36, -2.06, -1.59], [3.56, -3.34, -1.08], [4.83, -3.78, -0.74], [5.90, -2.92, -0.89], [5.72, -1.63, -1.37], [4.45, -1.21, -1.72], [4.32, -0.19, -2.06], [6.56, -0.96, -1.46], [7.49, -3.45, -0.47], [4.98, -4.77, -0.35], [2.70, -3.99, -0.96], [2.68, -0.46, -3.42], [0.51, -0.36, -4.49], [-0.20, -0.84, -2.93], [1.34, 1.77, -3.38], [-0.42, 1.65, -3.55], [-1.19, 0.02, -0.25], [-0.96, 0.19, 1.24], [0.05, 0.57, 1.43], [-1.07, -0.76, 1.77], [-0.51, -0.74, -0.62], [-2.21, -0.35, -0.40], [-1.74, 1.41, -1.81], [-3.27, 2.02, 0.44], [-6.05, 0.81, 3.42], [-5.96, 0.37, 5.14], [-4.96, -0.48, 3.96]],
  "mulliken_charge": [-1.12, -0.28, 0.33, 0.31, -0.40, 0.60, -0.67, 0.29, -0.49, 0.51, -1.39, 0.40, 0.30, 0.28, -0.23, 0.28, -0.82, -0.65, -0.15, 0.53, -0.69, 0.41, -0.30, -0.69, 0.40, -0.91, -0.32, 0.39, 0.41, -0.21, 0.41, 0.44, 0.22, 0.39, 0.31, 0.40, 0.39, -0.09, -1.18, 0.21, 0.52, -0.04, 0.31, 0.35, 0.26, 0.29, 0.38, 0.30]
}



{
  "formula": "C9H13OP",
  "method": "wB97M-V/def2-TZVPD",
  "max_force_ev_per_a": 3.48,
  "energy_ha": -767.13273,
  "homo_energy_ev": -8.94,
  "homo_lumo_gap_ev": 9.587,
  "e_above_lowest_kj_mol": 516.1,
  "elements": ["C", "C", "C", "C", "C", "C", "C", "C", "C", "O", "P", "H", "H", "H", "H", "H", "H", "H", "H", "H", "H", "H", "H", "H"],
  "xyz": [[-3.39, -0.48, 0.36], [-2.33, -0.85, -0.10], [2.45, 0.78, -0.50], [1.13, 0.26, -1.12], [0.87, -1.07, 1.12], [1.55, -2.01, 0.21], [2.49, 2.01, 0.09], [0.65, -1.02, -0.35], [-4.46, 0.23, 0.91], [-5.20, 0.87, -0.13], [-0.96, -1.88, -0.74], [-1.02, -1.25, -2.04], [3.16, -0.04, -0.57], [0.35, 0.98, -1.07], [1.14, 0.02, -2.15], [0.03, -1.48, 1.78], [1.50, -0.14, 1.50], [2.54, -2.00, 0.07], [1.09, -3.00, 0.11], [3.39, 2.51, 0.43], [1.69, 2.72, 0.03], [-5.23, -0.42, 1.44], [-4.03, 0.99, 1.54], [-4.81, 1.81, -0.35]],
  "mulliken_charge": [1.08, -0.78, -0.23, -0.81, -0.31, -0.95, -0.80, 0.53, -0.62, -0.53, -0.18, 0.03, 0.30, 0.39, 0.47, 0.28, 0.18, 0.28, 0.27, 0.29, 0.26, 0.23, 0.31, 0.32]
}



{
  "formula": "C5H15N",
  "method": "wB97M-V/def2-TZVPD",
  "max_force_ev_per_a": 2.07,
  "energy_ha": -254.20714,
  "homo_energy_ev": -9.27,
  "homo_lumo_gap_ev": 10.373,
  "e_above_lowest_kj_mol": 91.8,
  "elements": ["C", "C", "C", "H", "H", "H", "H", "H", "H", "H", "H", "C", "N", "C", "H", "H", "H", "H", "H", "H", "H"],
  "xyz": [[-1.70, 1.40, -0.55], [-1.77, 1.60, 0.96], [-1.47, 0.36, 1.82], [-2.15, 2.31, -0.98], [-2.29, 0.54, -0.85], [-0.75, 1.40, -1.08], [-2.78, 1.86, 1.27], [-1.09, 2.41, 1.26], [-1.84, -0.45, 1.16], [-0.47, -0.03, 2.02], [-2.08, 0.34, 2.73], [0.67, -1.37, -0.59], [1.76, -1.02, -1.54], [2.98, -0.82, -0.76], [0.90, -2.27, 0.01], [0.48, -0.49, 0.02], [-0.27, -1.61, -1.09], [1.88, -1.91, -2.03], [3.80, -0.59, -1.45], [3.38, -1.69, -0.22], [2.81, 0.05, -0.11]],
  "mulliken_charge": [-1.13, -0.13, -1.06, 0.33, 0.31, 0.29, 0.29, 0.26, 0.25, 0.29, 0.32, -0.67, -0.45, -0.82, 0.41, 0.03, 0.33, 0.24, 0.29, 0.30, 0.31]
}



{
  "formula": "C4H6N2O",
  "method": "wB97M-V/def2-TZVPD",
  "max_force_ev_per_a": 0.60,
  "energy_ha": -340.75453,
  "homo_energy_ev": -7.44,
  "homo_lumo_gap_ev": 8.295,
  "e_above_lowest_kj_mol": 106.0,
  "elements": ["N", "C", "C", "C", "C", "O", "N", "H", "H", "H", "H", "H", "H"],
  "xyz": [[0.62, -1.76, -1.30], [0.17, -0.79, -0.40], [-0.69, -0.85, 0.65], [-0.74, 0.46, 1.25], [0.08, 1.26, 0.52], [0.38, 2.59, 0.65], [0.66, 0.50, -0.51], [0.52, -1.49, -2.27], [0.12, -2.63, -1.16], [-1.25, -1.73, 0.95], [-1.28, 0.75, 2.14], [-0.24, 3.12, 0.13], [1.67, 0.59, -0.64]],
  "mulliken_charge": [-0.53, 0.24, -0.43, -0.44, -0.05, -0.53, -0.18, 0.24, 0.26, 0.35, 0.44, 0.34, 0.29]
}